[1]
Below is a structure of composition C18H23FeN6PS2 in a non-equilibrium geometry, with properties calculated with ωB97M-V/def2-TZVPD.

Last column: Löwdin charge in e.
Element x y z (Å)
Fe -0.31 0.27 -0.43  -0.32
S -1.01 -1.87 0.18  0.53
C 0.49 -2.70 0.48  -0.72
C 0.48 -3.97 1.07  -0.09
C 1.64 -4.69 1.30  -0.23
C 1.57 -5.99 1.90  -0.22
N 1.50 -7.03 2.38  0.11
C 2.88 -4.13 0.93  -0.23
C 2.90 -2.87 0.34  -0.09
C 1.73 -2.14 0.10  -0.71
S 1.82 -0.58 -0.67  0.54
C 4.10 -4.83 1.15  -0.22
N 5.09 -5.40 1.33  0.11
H -0.47 -4.41 1.35  0.10
H 3.85 -2.43 0.06  0.10
C -0.32 1.07 4.73  -0.21
N -0.64 2.25 3.94  -0.17
C 0.56 3.09 3.85  -0.21
N 1.73 2.40 3.31  -0.16
C 1.97 1.21 4.12  -0.21
N 0.82 0.31 4.23  -0.16
C 0.52 -0.32 2.94  -0.30
P 0.10 0.91 1.63  0.89
C -1.13 1.89 2.61  -0.30
C 1.54 2.04 1.90  -0.30
H -1.19 0.42 4.77  0.12
H -0.07 1.41 5.74  0.11
H 0.80 3.43 4.86  0.11
H 0.34 3.96 3.22  0.12
H 2.22 1.54 5.13  0.11
H 2.82 0.66 3.71  0.13
H -0.32 -1.01 3.05  0.08
H 1.37 -0.91 2.60  0.09
H -2.06 1.31 2.70  0.09
H -1.38 2.80 2.06  0.06
H 1.38 2.95 1.31  0.08
H 2.43 1.55 1.51  0.07
C -1.82 2.98 -2.93  -0.10
C -1.60 2.83 -1.42  -0.78
C -0.63 3.92 -0.94  -0.08
C -2.95 2.98 -0.70  -0.08
N -1.06 1.52 -1.17  -0.17
H -2.24 3.96 -3.17  0.06
H -2.50 2.20 -3.29  0.06
H -0.86 2.86 -3.45  0.07
H -1.02 4.91 -1.18  0.06
H 0.34 3.79 -1.42  0.07
H -0.48 3.86 0.14  0.04
H -3.41 3.94 -0.92  0.06
H -2.81 2.90 0.38  0.05
H -3.63 2.18 -1.02  0.07

As for the total charge: -2. As for the molecular weight: 474.377 g/mol.


[2]
Below is a structure of composition C2H4FPS in a non-equilibrium geometry, with properties calculated with ωB97M-V/def2-TZVPD.

Last column: Löwdin charge in e.
Element x y z (Å)
C 1.01 -0.69 -0.78  -1.22
C -0.83 0.93 0.66  -0.14
F 1.52 0.39 -1.36  -0.09
P -0.76 -0.70 -0.96  0.87
S 2.05 -1.61 0.05  0.67
H -0.33 0.32 1.43  0.00
H -1.75 1.59 0.83  0.04
H -0.02 1.45 0.13  -0.02
H -0.88 -1.68 0.00  -0.11

As for the total charge: 0. As for the molecular weight: 110.093 g/mol. The calculation puts the relative energy (zero: lowest compared OMol25 entry of this formula, charge and spin) at 1.0376 eV.


[3]
Below is a cluster of 2 separate species, C5H12N2O in total in a non-equilibrium geometry, with properties calculated with ωB97M-V/def2-TZVPD.

Last column: Löwdin charge in e.
Element x y z (Å)
H 2.66 2.68 0.46  0.06
N 1.76 2.45 0.87  0.13
C 0.87 2.14 0.03  -0.22
C -0.46 1.66 0.51  -0.26
O -1.44 1.59 -0.23  0.01
H 0.96 2.22 -1.06  0.13
H -0.55 1.62 1.61  0.13
C -0.88 -1.61 1.08  -0.15
C 0.38 -0.92 0.58  -0.21
C 0.32 -0.96 -1.27  -0.23
N -0.88 -0.58 -1.84  -0.02
H -0.95 -2.62 0.68  0.07
H -0.88 -1.69 2.16  0.07
H -1.77 -1.08 0.76  0.06
H 0.71 -0.12 1.23  0.05
H 1.25 -1.57 0.64  0.08
H 0.55 -2.01 -1.47  0.10
H 1.16 -0.33 -1.57  0.08
H -1.18 0.36 -1.50  0.05
H -1.62 -1.24 -1.68  0.07

As for the SMILES: [H]/N=C/C=O.CCCN. As for the total charge: 0. As for the molecular weight: 116.164 g/mol. The calculation puts the relative energy (zero: lowest compared OMol25 entry of this formula, charge and spin) at 3.6533 eV.


[4]
Below is a cluster of 5 separate species, C12H17BCl12F9INO4PS in total in a non-equilibrium geometry, with properties calculated with ωB97M-V/def2-TZVPD.

Last column: Löwdin charge in e.
Element x y z (Å)
C 7.90 -1.27 1.48  -0.02
B 6.41 -1.82 1.18  -0.55
O 5.96 -2.96 1.95  0.06
N 5.45 -1.29 0.15  -0.12
C 5.09 0.10 0.36  -0.53
O 5.81 0.99 0.85  0.07
O 3.80 0.49 -0.09  -0.09
C 2.92 0.79 1.03  -0.17
C 1.66 1.55 0.44  -0.15
C 0.95 0.80 -0.79  -0.15
C -0.38 0.09 -0.25  -0.07
C -0.22 -1.51 -0.15  -0.34
F 0.21 -1.89 -1.46  0.05
F 0.83 -1.88 0.70  0.08
C -1.59 -2.29 0.08  -0.33
F -1.44 -3.56 -0.51  0.07
F -2.64 -1.68 -0.63  0.06
S -2.13 -2.53 1.85  0.96
F -3.05 -3.85 1.34  -0.17
F -0.90 -3.57 2.21  -0.14
F -1.34 -1.20 2.42  -0.16
F -3.47 -1.57 1.57  -0.20
F -2.71 -2.77 3.38  -0.15
P 5.96 -1.63 -1.51  0.56
O 4.47 -1.85 -2.34  -0.38
I 7.00 0.33 -2.56  0.44
H 8.72 -2.04 1.41  0.08
H 8.10 -0.33 0.86  0.06
H 7.89 -0.90 2.57  0.09
H 6.40 -3.73 1.52  0.11
H 3.45 1.52 1.74  0.12
H 2.68 -0.13 1.65  0.14
H 2.06 2.53 0.02  0.07
H 0.95 1.84 1.28  0.12
H 1.63 0.12 -1.37  0.11
H 0.62 1.62 -1.52  0.12
H -1.20 0.30 -1.02  0.13
H -0.69 0.56 0.73  0.12
H 4.02 -0.98 -2.43  0.03
Cl -7.31 -2.07 -1.73  0.54
C -6.00 -1.04 -2.31  -1.52
Cl -5.78 -1.23 -4.05  0.53
Cl -6.33 0.66 -1.91  0.52
H -5.08 -1.33 -1.81  0.00
Cl 4.67 4.61 2.38  0.52
C 5.40 4.59 0.77  -1.54
Cl 4.17 4.31 -0.47  0.54
Cl 6.26 6.11 0.46  0.52
H 6.11 3.77 0.73  0.00
Cl -8.09 2.43 2.91  0.53
C -7.00 2.31 1.53  -1.55
Cl -5.81 3.62 1.55  0.52
Cl -6.19 0.74 1.52  0.50
H -7.59 2.40 0.62  0.00
Cl -11.33 -0.32 -2.63  0.52
C -10.02 0.72 -3.22  -1.56
Cl -9.80 0.52 -4.96  0.52
Cl -10.35 2.41 -2.82  0.51
H -9.10 0.42 -2.72  -0.05

As for the SMILES: CB(O)N(C(=O)OCCCCC(F)(F)C(F)(F)S(F)(F)(F)(F)F)P(O)I.ClC(Cl)Cl.ClC(Cl)Cl.ClC(Cl)Cl.ClC(Cl)Cl. As for the total charge: 0. As for the molecular weight: 1036.446 g/mol.


[5]
Below is a cluster of 2 separate species, C9H21N4O in total in a non-equilibrium geometry, with properties calculated with ωB97M-V/def2-TZVPD.

Last column: Löwdin charge in e.
Element x y z (Å)
C -2.93 -2.11 -0.28  -0.20
C -1.36 2.26 0.81  -0.14
C -2.51 1.30 0.60  -0.14
C -0.40 2.33 -0.40  -0.13
C -0.62 -0.06 -0.10  0.07
C 1.62 1.47 -2.22  -0.08
C 1.92 -2.76 0.16  -0.09
C 2.83 -0.61 0.99  -0.12
C -2.65 -1.14 0.88  -0.08
N -1.86 0.02 0.44  -0.07
N 0.08 1.02 -0.66  -0.10
N 1.38 0.91 -0.94  -0.08
N 1.66 -1.52 0.92  -0.22
O -2.21 -2.09 -1.23  0.07
H -3.84 -2.70 -0.34  0.13
H -1.84 3.32 0.90  0.16
H -0.81 2.08 1.72  0.12
H -3.25 1.39 1.47  0.16
H -2.99 1.64 -0.35  0.15
H -0.88 2.79 -1.20  0.11
H 0.42 2.95 -0.14  0.13
H 0.09 -0.87 0.04  0.11
H 1.15 2.39 -2.31  0.06
H 2.69 1.70 -2.42  0.10
H 1.48 0.73 -3.10  0.12
H 1.98 -2.38 -0.99  0.14
H 2.82 -3.31 0.48  0.09
H 1.07 -3.35 0.23  0.04
H 3.31 -0.63 0.07  0.05
H 2.65 0.36 1.40  0.08
H 3.61 -1.00 1.65  0.09
H -3.55 -0.88 1.41  0.12
H -2.06 -1.74 1.63  0.15
H 1.74 -0.06 -0.91  0.10
H 1.24 -1.47 1.80  0.09

As for the total charge: +1. As for the molecular weight: 201.294 g/mol. The calculation puts the relative energy (zero: lowest compared OMol25 entry of this formula, charge and spin) at 1.7250 eV.


[6]
Below is a structure of composition C23H19AgN4O9 in a non-equilibrium geometry, with properties calculated with ωB97M-V/def2-TZVPD.

Last column: Löwdin charge in e.
Element x y z (Å)
Ag 9.70 6.44 9.80  0.78
C 14.49 9.50 10.33  -0.10
C 14.54 7.98 10.34  -0.16
C 14.08 7.30 9.02  -0.31
C 14.81 7.88 7.79  -0.20
C 14.57 7.04 6.56  -0.09
C 14.56 5.89 9.19  -0.47
O 15.73 5.55 9.11  0.05
N 13.62 4.97 9.49  0.21
C 12.23 5.13 9.27  -0.57
O 11.56 4.12 9.43  0.01
N 11.78 6.36 8.95  0.08
C 12.58 7.45 8.84  -0.48
O 12.19 8.55 8.51  0.03
H 14.95 9.82 11.28  0.07
H 13.46 9.89 10.23  0.08
H 15.12 9.94 9.53  0.06
H 13.91 7.59 11.17  0.12
H 15.56 7.66 10.48  0.11
H 15.87 7.92 8.03  0.12
H 14.46 8.91 7.65  0.11
H 15.02 6.04 6.76  0.08
H 15.03 7.51 5.71  0.06
H 13.49 6.92 6.38  0.09
H 13.90 4.01 9.71  0.17
O 5.57 5.06 10.39  0.00
C 6.69 5.45 10.68  -0.67
O 7.54 5.86 9.88  -0.09
C 7.13 5.54 12.17  -0.29
C 6.08 5.14 13.16  0.01
C 6.29 4.70 14.38  -0.06
C 7.66 4.61 15.01  -0.09
C 8.78 4.57 13.91  -0.12
C 8.47 4.88 12.43  0.01
N 10.26 4.24 14.03  -0.19
O 10.86 3.42 13.37  0.04
O 10.47 4.13 15.64  -0.04
H 5.09 5.36 12.78  0.11
H 5.48 4.58 15.11  0.10
H 7.72 3.87 15.77  0.12
H 8.85 4.18 11.68  0.15
O 7.65 6.91 12.40  0.02
C 8.98 6.36 12.72  -0.39
N 10.14 6.92 12.20  0.12
C 11.19 6.63 13.06  -0.39
O 12.40 6.88 12.93  -0.01
C 10.58 5.78 14.26  -0.08
C 11.02 5.51 15.69  -0.19
C 10.22 6.28 16.71  -0.02
C 8.90 6.47 16.60  -0.05
C 8.12 6.12 15.37  -0.08
C 9.12 6.01 14.18  -0.19
H 12.11 5.50 15.90  0.15
H 10.69 6.52 17.66  0.09
H 8.37 6.92 17.42  0.09
H 7.30 6.83 15.20  0.14

As for the total charge: -2. As for the molecular weight: 603.292 g/mol.


| no. | E_tot (hartree) | frontier orbital gap (eV) | highest occupied orbital energy (eV) |
| --- | --- | --- | --- |
| 1 | -3429.6661 | 4.54 | 0.10 |
| 2 | -917.9217 | 8.41 | -9.22 |
| 3 | -382.3683 | 8.13 | -8.48 |
| 4 | -8306.3100 | 8.49 | -9.65 |
| 5 | -649.4217 | 9.09 | -11.93 |
| 6 | -1930.9010 | 7.10 | -2.39 |